Record 1
The following is a quantum chemistry calculation of C4H8O2 in the gas phase, from the Open Molecules 2025 dataset.

Structure (XYZ):
```
14
Properties=species:S:1:pos:R:3:forces:R:3
C 1.414 0.972 -0.022 0.4 -0.2 0.1
O 0.885 -0.248 -0.576 0.5 0.0 0.1
C 0.216 -1.138 0.322 0.1 0.1 0.0
C -1.231 -0.604 0.397 0.0 0.2 0.0
C -1.202 0.386 -0.765 -0.6 0.4 0.0
O -1.058 1.579 -0.627 -0.8 -0.3 -0.2
H 1.553 1.683 -0.847 0.0 -0.4 0.1
H 2.367 0.690 0.410 0.4 0.3 0.2
H 0.815 1.518 0.729 -0.1 -0.8 -0.3
H 0.744 -1.181 1.283 -0.2 0.1 0.0
H 0.249 -2.150 -0.109 0.1 0.5 -0.1
H -1.439 -0.068 1.327 0.0 0.0 -0.1
H -2.003 -1.370 0.246 0.3 0.1 0.0
H -1.310 -0.069 -1.767 0.0 0.1 0.0
```
Positions in Å, forces in eV/Å.

HOMO energy ... -9.51 eV

=====

Record 2
The following is a quantum chemistry calculation of C3H3BrF4S in the gas phase in a non-equilibrium geometry, from the Open Molecules 2025 dataset.

Structure (XYZ):
```
12
Properties=species:S:1:pos:R:3:forces:R:3
C -0.761 -1.199 0.471 0.8 0.9 -0.9
C 4.067 1.101 -0.372 0.1 0.4 1.6
C 4.117 -0.396 -0.688 0.5 0.0 0.5
F 3.577 1.267 0.882 -0.2 -0.2 0.2
F 3.332 1.892 -1.134 0.0 -0.5 -0.8
F 5.311 1.574 -0.302 0.2 0.1 -0.7
F 5.253 -0.875 -0.143 -0.6 0.1 -0.4
S 0.615 -1.670 1.445 0.6 -0.7 1.8
Br 2.626 -1.440 -0.220 0.2 0.2 -0.8
H -1.660 -1.527 0.995 -0.1 0.1 -0.4
H -0.562 -1.639 -0.502 -0.9 -0.3 -0.2
H -0.672 -0.116 0.342 -0.8 -0.1 0.1
```
Positions in Å, forces in eV/Å.

HOMO energy (spin up / spin down) ... -8.92 / -9.27 eV

=====

Record 3
The following is a quantum chemistry calculation of C24H44Cl3N2O4SiV as an isolated structure in a non-equilibrium geometry, from the Open Molecules 2025 dataset.

Structure (XYZ):
```
79
Properties=species:S:1:pos:R:3:forces:R:3
C -0.743 4.590 -0.308 0.1 0.0 0.2
C -0.608 4.318 -1.769 0.3 -0.2 -1.1
H 0.055 5.261 0.028 -0.1 -0.2 0.1
H -0.723 3.652 0.251 0.1 0.2 0.1
H -1.700 5.087 -0.099 0.1 -0.1 0.0
C -0.214 5.244 -2.660 -0.6 -1.0 0.2
C 0.193 6.626 -2.329 0.2 0.6 0.2
H -0.229 5.024 -3.726 0.0 -0.1 0.3
H 0.958 6.643 -1.543 -0.2 0.1 -0.1
H -0.657 7.237 -1.996 0.2 0.0 0.0
H 0.611 7.088 -3.224 0.0 0.2 0.2
V -0.840 -0.707 2.100 0.5 0.8 0.8
Cl -2.483 -1.522 3.341 -0.2 0.0 0.4
Cl -2.219 0.317 0.587 0.1 -0.4 0.0
C -1.724 -2.854 0.489 0.9 0.0 0.2
O -0.716 -2.475 1.162 -1.5 -1.4 -1.4
N -1.609 -3.665 -0.570 0.3 0.7 0.2
C -0.272 -4.071 -0.998 0.2 -0.1 0.3
C -2.674 -3.719 -1.559 -0.6 0.1 0.1
H -2.732 -2.526 0.772 0.2 -0.1 -0.2
H 0.217 -4.525 -0.129 0.1 0.1 -0.3
H 0.323 -3.197 -1.313 -0.2 -0.4 0.0
H -0.368 -4.812 -1.807 0.1 0.4 0.3
H -3.629 -3.666 -1.033 0.0 -0.1 -0.1
H -2.628 -4.657 -2.117 0.0 0.1 0.2
H -2.632 -2.872 -2.256 0.2 -0.2 0.1
H 2.496 1.145 5.295 0.0 0.1 0.2
H 1.781 1.841 2.587 0.2 0.0 -0.4
C 3.327 0.726 4.731 0.2 -0.1 0.2
C 2.756 1.357 2.450 -0.2 0.6 -0.1
N 2.856 0.289 3.428 -0.6 -0.8 0.2
H 3.744 -0.131 5.256 0.1 0.1 0.2
C 2.061 -0.803 3.390 0.1 0.6 -0.7
O 1.322 -1.122 2.440 0.0 0.6 0.5
H 2.871 0.993 1.432 0.0 -0.1 0.1
H 2.116 -1.466 4.268 0.1 0.2 -0.1
H 4.087 1.511 4.619 -0.1 -0.5 0.0
H 3.536 2.099 2.664 -0.1 -0.4 -0.2
O -0.316 1.935 -1.427 0.6 -0.2 -0.3
C -1.026 2.907 -2.200 -0.3 0.1 0.2
C 0.185 2.779 -4.463 -0.4 -0.3 -0.1
C -0.989 2.674 -3.709 -0.5 0.2 0.2
H 1.105 3.079 -3.954 -0.3 -0.2 -0.3
C 0.158 2.495 -5.837 0.2 0.2 0.5
H -2.070 2.796 -1.858 0.0 0.0 -0.3
C -2.203 2.407 -4.358 0.4 -0.1 -0.2
H 1.093 2.551 -6.388 -0.2 0.0 0.0
C -1.035 2.161 -6.475 0.0 0.0 0.2
C -2.217 2.154 -5.734 -0.2 0.0 0.1
H -3.130 2.394 -3.770 0.4 -0.1 -0.3
H -1.032 1.902 -7.540 -0.1 0.2 0.4
H -3.165 1.951 -6.232 0.2 0.0 0.1
Si 0.340 0.426 -1.752 -0.1 1.4 -0.4
Cl -0.461 1.357 3.147 -0.1 -0.2 0.3
C 1.922 0.673 -2.723 0.2 -0.3 -0.4
C -0.877 -0.685 -2.635 -0.1 -0.3 -0.4
C 0.945 -0.314 -0.175 -0.8 -0.3 0.0
H 1.784 0.846 -3.798 0.1 -0.1 0.3
H 2.513 -0.251 -2.596 0.0 0.3 -0.1
H 2.504 1.512 -2.309 -0.2 -0.2 -0.1
H 1.166 0.460 0.558 0.0 -0.1 -0.1
H 1.825 -0.952 -0.346 -0.2 0.2 0.2
H 0.126 -0.968 0.187 0.9 0.4 -0.4
H -1.076 -0.308 -3.656 0.1 -0.1 0.4
H -1.838 -0.755 -2.097 0.4 0.1 -0.1
H -0.447 -1.699 -2.747 -0.2 0.3 0.0
C -0.130 -5.371 4.718 -0.2 0.3 0.2
C 0.233 -4.463 5.906 0.4 0.1 -0.1
C 0.096 -3.027 5.373 -0.7 0.1 0.1
O 0.107 -3.081 3.939 0.5 -0.8 0.8
C -0.100 -4.434 3.509 0.2 0.1 -0.8
H 0.597 -6.177 4.633 -0.1 0.0 -0.1
H -1.122 -5.818 4.813 0.1 0.1 0.2
H 1.274 -4.651 6.203 -0.2 0.1 0.0
H -0.394 -4.642 6.780 0.0 0.1 -0.1
H -0.867 -2.569 5.668 0.4 -0.1 0.1
H 0.917 -2.382 5.739 -0.4 -0.2 -0.3
H 0.727 -4.700 2.831 -0.2 0.2 0.1
H -1.031 -4.470 2.921 0.2 0.0 0.3
```
Positions in Å, forces in eV/Å.

Spin multiplicity ... 3
HOMO energy (spin up / spin down) ... -8.48 / -8.55 eV

=====

Energy above the lowest of the compared OMol25 structures with the same formula, charge and spin
In order: 214.2, 129.0, 0.0
Unit: kJ/mol